11
Properties=species:S:1:pos:R:3 method="wB97M-V/def2-TZVPD" de_lowest_kj_mol=435.9 fmax_ev_per_a=5.9 orbital_gap_ev="8.76 / 8.82" charge=+2 lumo_energy_ha="-0.3433 / -0.3431" multiplicity=8 total_energy_ev=-28626.2687
Eu -2.904 2.284 -1.158
O -1.230 0.326 -0.517
O -0.456 2.355 -0.778
O 1.006 0.661 -0.513
C -0.280 1.139 -0.693
C 0.056 -1.218 0.618
C 1.217 -0.485 0.095
H 0.380 -2.080 1.227
H -0.348 -0.651 1.470
H 2.159 -0.479 0.654
H 0.399 -1.852 -0.406

=====

9
Properties=species:S:1:pos:R:3 method="wB97M-V/def2-TZVPD" de_lowest_kj_mol=61.5 fmax_ev_per_a=6.2 orbital_gap_ev=10.31 charge=0 lumo_energy_ha=0.0372 total_energy_ev=-8609.4769
F -1.325 1.222 -0.250
F -1.065 -0.844 0.422
C -0.444 0.221 -0.055
C 1.844 -0.738 0.120
C 0.909 0.309 -0.288
H 1.095 1.071 -0.913
H 2.706 -0.433 0.852
H 2.382 -1.087 -0.725
H 1.483 -1.699 0.576

=====

10
Properties=species:S:1:pos:R:3 method="wB97M-V/def2-TZVPD" de_lowest_kj_mol=144.4 fmax_ev_per_a=4.2 orbital_gap_ev=10.74 charge=0 lumo_energy_ha=0.0268 total_energy_ev=-10656.4623
F 1.921 1.205 -0.210
F 2.912 -0.714 0.052
O -1.811 -0.368 -0.703
C 0.471 -0.597 0.127
C -0.920 0.246 0.182
C 1.679 -0.081 0.018
H -1.198 0.296 1.185
H -0.924 1.357 -0.145
H 0.402 -1.628 0.151
H -2.532 0.285 -0.658

=====

10
Properties=species:S:1:pos:R:3 method="wB97M-V/def2-TZVPD" de_lowest_kj_mol=328.3 fmax_ev_per_a=5.8 orbital_gap_ev=10.41 charge=0 lumo_energy_ha=0.0200 total_energy_ev=-10654.5564
F -1.046 1.720 -1.090
F -1.125 0.342 -2.814
O 1.588 0.041 1.432
C 0.197 0.045 1.307
C -0.807 0.417 -1.422
C -0.228 -0.479 -0.706
H 0.027 -1.558 -0.821
H -0.322 0.990 1.375
H -0.300 -0.771 1.629
H 2.018 -0.746 1.111

=====

10
Properties=species:S:1:pos:R:3 method="wB97M-V/def2-TZVPD" de_lowest_kj_mol=539.6 fmax_ev_per_a=4.0 orbital_gap_ev="9.57 / 6.27" charge=0 lumo_energy_ha="0.0018 / -0.0497" total_energy_ev=-10652.3669
F 2.184 1.066 0.478
F 3.884 -0.184 0.224
O -1.205 1.447 -0.633
C 2.544 -0.119 -0.076
C -0.690 0.618 0.230
C 1.715 -0.735 -0.845
H -0.772 2.428 -0.642
H 0.066 0.914 0.981
H -0.744 -0.462 -0.056
H 1.814 -1.712 -1.325

=====

10
Properties=species:S:1:pos:R:3 method="wB97M-V/def2-TZVPD" de_lowest_kj_mol=279.9 fmax_ev_per_a=0.8 orbital_gap_ev=9.49 charge=0 lumo_energy_ha=0.0108 total_energy_ev=-10655.0583
F 1.931 0.844 -1.475
F 2.201 -1.023 -0.591
O -1.655 -0.673 -0.492
C -0.871 0.315 -0.033
C -0.331 0.375 1.181
C 1.389 -0.345 -1.368
H -0.809 1.126 -0.745
H 0.276 1.208 1.484
H -1.702 -1.391 0.154
H -0.428 -0.436 1.885

=====

13
Properties=species:S:1:pos:R:3 method="wB97M-V/def2-TZVPD" de_lowest_kj_mol=319.9 fmax_ev_per_a=5.6 orbital_gap_ev=9.03 charge=0 lumo_energy_ha=-0.0258 total_energy_ev=-25584.4099
S -0.243 -0.307 0.285
F -2.911 -1.858 0.452
F -3.026 -0.706 -1.413
O 0.165 -0.912 1.538
O -2.024 0.168 0.386
O -1.063 -1.372 -0.731
C 2.203 1.009 0.259
C 1.095 0.432 -0.539
C -2.269 -0.914 -0.356
H 2.355 0.717 1.204
H 0.617 0.833 -1.325
H 2.049 2.102 0.471
H 3.052 0.807 -0.233

=====

11
Properties=species:S:1:pos:R:3 method="wB97M-V/def2-TZVPD" de_lowest_kj_mol=734.1 fmax_ev_per_a=4.3 orbital_gap_ev=9.95 charge=0 lumo_energy_ha=-0.0003 total_energy_ev=-12810.3856
F -2.690 -0.658 -0.627
F -4.662 -0.878 0.197
F 0.806 0.569 0.515
N -3.469 0.238 -0.210
C -0.234 1.448 0.580
C -0.504 2.331 -0.388
C -3.471 1.381 0.099
H -0.743 1.297 1.504
H 0.090 2.248 -1.326
H -1.334 2.966 -0.597
H -4.173 2.141 0.577